Entry from OMol25: a cluster of 10 separate species, C30H60O30 in total in a non-equilibrium geometry (wB97M-V/def2-TZVPD).

Kohn-Sham gap ... 11.1 eV
SMILES ... COC(=O)OC.COC(=O)OC.COC(=O)OC.COC(=O)OC.COC(=O)OC.COC(=O)OC.COC(=O)OC.COC(=O)OC.COC(=O)OC.COC(=O)OC
Net charge ... 0
Electronic energy ... -93506.2242 eV
HOMO level ... -10.68 eV
Multiplicity ... 1

Each line ends with the Mulliken charge.
Geometry (Å):
C: 13.95 8.86 13.30  -0.613
O: 15.16 8.20 13.41  -0.221
C: 15.28 7.35 14.43  0.696
O: 14.46 7.26 15.34  -0.604
O: 16.36 6.54 14.31  -0.367
C: 17.45 6.78 13.42  -0.398
H: 13.96 9.54 12.47  0.303
H: 13.74 9.41 14.21  0.331
H: 13.13 8.17 13.23  0.219
H: 17.25 6.71 12.35  0.289
H: 18.11 5.95 13.61  0.248
H: 17.90 7.74 13.61  0.079
C: 17.83 9.88 17.23  -0.561
O: 18.57 9.54 16.00  -0.018
C: 19.65 8.76 15.92  0.645
O: 20.29 8.63 14.85  -0.553
O: 19.93 8.13 17.04  -0.345
C: 21.21 7.45 17.05  -0.689
H: 18.49 10.36 17.94  0.336
H: 17.48 8.95 17.68  0.345
H: 17.02 10.48 16.89  0.063
H: 21.25 6.85 16.15  0.308
H: 21.26 6.84 17.96  0.239
H: 22.05 8.16 17.03  0.283
C: 10.17 15.85 17.60  -0.731
O: 11.06 15.46 16.57  -0.277
C: 10.71 15.63 15.29  0.642
O: 9.67 16.16 14.86  -0.615
O: 11.75 15.33 14.55  -0.048
C: 11.79 15.95 13.23  -0.441
H: 10.25 15.12 18.40  0.247
H: 9.10 15.89 17.34  0.327
H: 10.51 16.87 17.86  0.297
H: 10.83 15.81 12.72  0.354
H: 12.59 15.55 12.65  -0.100
H: 11.88 17.03 13.39  0.323
C: 19.77 16.22 21.14  -0.657
O: 19.60 15.21 20.16  -0.345
C: 18.81 15.50 19.13  0.689
O: 18.05 16.43 19.03  -0.540
O: 18.85 14.39 18.38  -0.211
C: 17.98 14.37 17.30  -0.296
H: 20.50 15.74 21.78  0.214
H: 18.78 16.42 21.59  0.288
H: 20.16 17.06 20.61  0.328
H: 17.05 14.85 17.66  0.395
H: 17.79 13.39 16.85  -0.084
H: 18.42 15.02 16.48  0.216
C: 22.12 9.52 12.26  -0.540
O: 22.97 9.76 11.19  -0.076
C: 24.08 9.08 11.08  0.725
O: 24.64 8.23 11.82  -0.601
O: 24.63 9.49 9.92  -0.332
C: 26.00 9.18 9.69  -0.657
H: 21.51 10.40 12.53  -0.125
H: 22.75 9.24 13.07  0.486
H: 21.50 8.66 12.02  0.311
H: 26.23 8.13 9.88  0.299
H: 26.56 9.83 10.38  0.300
H: 26.17 9.43 8.65  0.221
C: 18.91 15.42 10.40  -0.260
O: 20.33 15.15 10.33  -0.387
C: 20.79 13.98 10.80  0.620
O: 20.10 13.07 11.17  -0.396
O: 22.13 14.00 10.62  -0.399
C: 22.72 12.73 10.91  -0.497
H: 18.77 16.45 10.75  0.304
H: 18.30 14.75 11.00  0.057
H: 18.49 15.34 9.36  0.204
H: 22.48 12.48 11.96  0.176
H: 23.81 12.93 10.77  0.214
H: 22.43 11.95 10.21  0.330
C: 11.09 7.20 15.06  -0.651
O: 10.74 8.21 15.96  -0.340
C: 10.75 9.48 15.61  0.858
O: 11.30 9.93 14.61  -0.565
O: 10.06 10.19 16.54  -0.372
C: 10.03 11.63 16.34  -0.450
H: 12.06 6.76 15.27  0.193
H: 11.01 7.55 14.05  0.326
H: 10.32 6.43 15.11  0.332
H: 9.57 12.02 17.23  0.296
H: 9.41 11.88 15.51  0.348
H: 11.03 12.05 16.16  0.064
C: 14.39 13.48 14.64  -0.394
O: 15.57 12.79 15.03  -0.545
C: 16.62 12.97 14.27  0.843
O: 16.71 13.65 13.26  -0.574
O: 17.58 12.30 14.86  0.102
C: 18.86 12.27 14.21  -0.059
H: 14.64 14.55 14.62  0.329
H: 13.68 13.24 15.44  0.193
H: 13.99 13.10 13.69  0.133
H: 19.40 11.36 14.44  -0.129
H: 19.48 13.11 14.48  0.296
H: 18.71 12.31 13.15  -0.132
C: 14.93 15.77 8.23  -0.510
O: 15.87 16.16 9.22  -0.348
C: 15.37 16.25 10.45  1.020
O: 14.22 16.00 10.75  -0.571
O: 16.34 16.72 11.28  -0.337
C: 15.89 16.67 12.66  -0.385
H: 14.86 14.70 8.40  0.036
H: 15.27 15.89 7.21  0.291
H: 14.01 16.35 8.23  0.272
H: 16.76 16.94 13.23  0.254
H: 15.72 15.65 12.97  -0.113
H: 15.05 17.36 12.73  0.368
C: 13.20 12.86 10.20  -0.350
O: 14.09 11.92 10.76  -0.280
C: 15.38 12.10 10.51  0.912
O: 15.81 13.13 10.01  -0.651
O: 15.97 10.99 10.87  -0.280
C: 17.36 10.99 10.62  -0.521
H: 13.52 13.31 9.24  0.213
H: 13.06 13.66 10.95  -0.018
H: 12.30 12.32 9.94  0.300
H: 17.69 10.11 11.11  0.223
H: 17.83 11.88 10.95  0.057
H: 17.53 10.79 9.56  0.350


Entry from OMol25: a cluster of 6 separate species, C30H61N3O14 in total in a non-equilibrium geometry (wB97M-V/def2-TZVPD).

Kohn-Sham gap (spin up / spin down) ... 8.4 / 4.0 eV
Expectation value of S² ... 0.7543
Net charge ... +1
Electronic energy ... -65218.9904 eV
HOMO level (spin up / spin down) ... -10.43 / -10.43 eV
Multiplicity ... 2

Each line ends with the Mulliken spin population.
Geometry (Å):
C: -4.91 2.80 3.62  0.000
C: -6.28 2.76 3.01  0.000
O: -6.33 1.39 2.68  0.000
C: -5.27 0.72 3.17  0.000
O: -5.10 -0.53 2.97  0.000
O: -4.45 1.53 3.71  0.000
H: -4.80 3.11 4.66  0.000
H: -4.37 3.49 2.97  0.000
H: -6.37 3.25 2.04  0.000
H: -7.03 3.05 3.74  0.000
C: -0.73 -2.00 2.74  0.000
C: -2.04 -2.11 2.00  0.001
O: -1.99 -1.08 1.05  -0.003
C: -0.78 -0.42 1.21  0.004
O: -0.49 0.54 0.59  -0.007
O: 0.03 -1.03 2.06  0.001
H: -0.15 -2.92 2.69  0.000
H: -0.75 -1.88 3.82  0.000
H: -2.88 -1.98 2.67  0.000
H: -2.18 -3.05 1.47  0.000
C: -0.62 2.94 5.32  0.000
C: 0.34 2.13 6.22  0.000
O: -0.41 1.00 6.58  0.000
C: -1.48 0.81 5.65  0.000
O: -2.16 -0.19 5.60  0.000
O: -1.65 1.95 4.99  0.000
H: -0.05 3.32 4.48  0.000
H: -1.20 3.72 5.82  0.000
H: 0.58 2.81 7.04  0.000
H: 1.28 1.87 5.74  0.000
C: 0.08 -2.85 -4.52  0.086
C: -0.17 -2.26 -3.14  -0.033
C: -1.62 -2.61 -2.68  0.033
C: -1.83 -4.13 -2.37  -0.010
C: -0.87 -4.67 -1.29  0.011
C: 0.68 -4.19 -1.49  -0.010
N: 0.76 -2.83 -2.12  0.719
O: 2.05 -2.39 -2.20  0.073
C: 1.42 -4.16 -0.12  0.005
C: 1.26 -5.23 -2.47  0.087
C: -0.14 -0.67 -3.19  0.016
H: -0.30 -3.87 -4.58  0.000
H: 1.16 -2.79 -4.60  -0.003
H: -0.55 -2.34 -5.25  0.003
H: -1.95 -2.07 -1.79  -0.015
H: -2.34 -2.48 -3.48  0.000
H: -1.57 -4.58 -3.33  0.001
H: -2.91 -4.26 -2.37  0.001
H: -0.91 -5.74 -1.47  -0.001
H: -1.26 -4.53 -0.28  0.000
H: 1.42 -5.06 0.50  0.000
H: 2.49 -4.00 -0.16  0.000
H: 1.13 -3.23 0.38  0.007
H: 2.31 -5.00 -2.64  -0.002
H: 1.22 -6.22 -2.00  0.002
H: 0.84 -5.26 -3.48  -0.001
H: -0.36 -0.21 -2.23  0.005
H: -0.81 -0.39 -4.01  -0.001
H: 0.79 -0.31 -3.64  0.000
H: 2.05 -1.95 -1.35  0.027
C: 1.11 5.38 0.24  0.000
O: -0.33 5.40 0.68  0.000
C: -0.73 4.02 0.76  0.000
C: -2.20 3.96 0.30  0.000
N: -2.65 2.59 0.50  0.000
C: -3.97 2.53 -0.21  0.000
C: -3.91 2.50 -1.79  0.000
O: -5.16 2.80 -2.32  0.000
C: -6.15 1.84 -2.24  0.000
H: 1.58 4.49 0.68  0.000
H: 1.64 6.32 0.41  0.000
H: 1.24 5.25 -0.83  0.000
H: -0.54 3.61 1.75  0.000
H: -0.26 3.41 -0.01  0.000
H: -2.16 4.22 -0.76  0.000
H: -2.96 4.52 0.84  0.000
H: -1.98 1.94 0.12  0.000
H: -4.47 3.41 0.19  0.000
H: -4.59 1.68 0.08  0.000
H: -3.43 1.58 -2.13  0.000
H: -3.41 3.39 -2.17  0.000
H: -5.85 0.99 -2.85  0.000
H: -7.03 2.15 -2.81  0.000
H: -6.37 1.49 -1.23  0.000
C: 2.41 0.91 -0.46  -0.003
O: 2.71 -0.26 0.29  0.008
C: 3.84 -0.01 1.02  -0.001
C: 5.23 -0.30 0.29  0.000
N: 5.84 0.75 -0.58  0.000
C: 6.37 0.04 -1.85  0.000
C: 7.69 -0.60 -1.46  0.000
O: 8.48 -0.99 -2.63  0.000
C: 7.95 -1.71 -3.72  0.000
H: 3.32 1.26 -0.95  -0.001
H: 2.04 1.76 0.12  0.000
H: 1.55 0.80 -1.12  0.001
H: 3.77 -0.77 1.81  0.000
H: 3.83 0.99 1.44  0.000
H: 4.91 -1.14 -0.33  0.000
H: 5.79 -0.58 1.18  0.000
H: 5.43 1.67 -0.63  0.000
H: 6.57 0.82 -2.58  0.000
H: 5.68 -0.72 -2.22  0.000
H: 7.51 -1.52 -0.91  0.000
H: 8.30 0.00 -0.78  0.000
H: 7.37 -0.97 -4.26  0.000
H: 7.41 -2.60 -3.38  0.000
H: 8.75 -2.03 -4.38  0.000


Among the records above, which one has the lowest electronic energy?
C30H60O30